No. 1
Here is a cluster of 2 separate species, C2HClN2O2 in total in a non-equilibrium geometry from OMol25. Energies are from ωB97M-V with the def2-TZVPD basis set.

Calculated values
Relative energy (zero: lowest compared OMol25 entry of this formula, charge and spin) (kJ/mol): 274.4
Energy (Ha): -796.89145
SMILES string: N#[N+][O-].O=C=CCl
E_LUMO (eV): 0.023
Gap between HOMO and LUMO (Eh): 0.34026
HOMO (eV): -9.24

Each line ends with the natural charge from an NBO analysis.
Element x y z (Å)
N  2.963  0.345  0.476  -0.078
N  2.141  -0.393  0.504  0.431
O  1.280  -1.159  0.548  -0.351
O  0.055  1.416  -1.238  -0.430
C  -0.691  0.695  -0.715  0.692
C  -1.507  -0.138  -0.152  -0.556
Cl  -2.875  0.437  0.769  0.021
H  -1.366  -1.204  -0.192  0.270


No. 2
Here is a structure of composition C9H12Cl2NOP in a non-equilibrium geometry from OMol25. Energies are from ωB97M-V with the def2-TZVPD basis set.

Calculated values
Relative energy (zero: lowest compared OMol25 entry of this formula, charge and spin) (kJ/mol): 15.5
Energy (Ha): -1741.84885
E_LUMO (spin up / spin down) (eV): -0.527 / -0.527
Gap between HOMO and LUMO (spin up / spin down) (Eh): 0.31061 / 0.31063
HOMO (spin up / spin down) (eV): -8.98 / -8.98

Each line ends with the natural charge from an NBO analysis.
Element x y z (Å)
C  0.748  3.022  -0.290  -0.210
C  0.934  2.285  0.859  -0.211
C  0.268  2.445  -1.428  -0.204
C  0.880  0.905  0.808  -0.216
C  0.166  1.038  -1.441  -0.202
C  0.301  0.295  -0.225  -0.050
C  0.133  -1.910  -1.470  -0.619
C  -1.635  -1.262  1.705  -0.464
C  -0.017  -1.220  -0.136  -0.097
N  -1.356  -1.413  0.328  -0.504
O  -2.642  0.731  -1.836  -1.042
P  -2.637  0.295  -0.455  1.724
Cl  -2.298  1.780  0.843  -0.229
Cl  -4.389  -0.484  0.081  -0.230
H  0.878  4.160  -0.351  0.215
H  1.295  2.636  1.819  0.214
H  0.069  3.065  -2.244  0.219
H  1.206  0.441  1.647  0.202
H  -0.202  0.493  -2.317  0.233
H  0.975  -1.806  -2.053  0.219
H  0.185  -2.973  -1.109  0.214
H  -0.676  -1.765  -2.144  0.220
H  -0.842  -1.557  2.295  0.204
H  -1.867  -0.248  2.076  0.202
H  -2.547  -1.929  2.006  0.205
H  0.702  -1.779  0.618  0.207


Which of these has the highest energy? C2HClN2O2